Below is a molecular structure, C34H37As2AuBrNSi at a distorted geometry, with properties calculated with ωB97M-V with the def2-TZVPD basis set.

CARTESIAN COORDINATES (ANGSTROEM)
Au  -0.075  0.987  -1.025
C  0.232  -1.973  0.524
C  -0.121  -1.430  1.896
As  0.007  0.541  2.021
C  1.918  0.957  1.990
C  2.310  2.210  1.527
C  3.627  2.624  1.643
C  4.564  1.784  2.224
C  4.186  0.523  2.659
C  2.868  0.107  2.547
C  -0.302  0.649  3.968
C  -1.425  0.013  4.486
C  -1.543  -0.182  5.851
C  -0.563  0.307  6.701
C  0.530  0.988  6.189
C  0.656  1.185  4.823
As  -1.124  -1.424  -0.792
C  -0.537  -2.313  -2.415
C  -0.598  -1.670  -3.646
C  -0.176  -2.322  -4.795
C  0.306  -3.619  -4.716
C  0.342  -4.272  -3.496
C  -0.079  -3.625  -2.346
C  -2.781  -2.375  -0.292
C  -2.699  -3.615  0.332
C  -3.859  -4.322  0.597
C  -5.095  -3.791  0.268
C  -5.176  -2.554  -0.352
C  -4.019  -1.844  -0.634
H  0.310  -3.067  0.556
H  1.201  -1.576  0.190
H  0.530  -1.842  2.678
H  -1.152  -1.712  2.146
H  1.567  2.861  1.077
H  3.922  3.600  1.294
H  5.586  2.107  2.343
H  4.914  -0.134  3.108
H  2.579  -0.870  2.916
H  -2.208  -0.335  3.821
H  -2.402  -0.703  6.246
H  -0.663  0.169  7.766
H  1.291  1.371  6.851
H  1.509  1.727  4.436
H  -0.968  -0.653  -3.698
H  -0.211  -1.815  -5.746
H  0.646  -4.121  -5.608
H  0.702  -5.288  -3.437
H  -0.057  -4.151  -1.399
H  -1.740  -4.046  0.595
H  -3.794  -5.293  1.062
H  -5.995  -4.340  0.493
H  -6.139  -2.142  -0.611
H  -4.081  -0.878  -1.122
C  2.216  0.118  -3.844
Si  2.216  0.867  -2.092
C  2.717  2.708  -2.164
C  3.422  -0.160  -1.021
H  3.219  0.227  -4.250
H  1.536  0.613  -4.529
H  1.980  -0.941  -3.837
H  3.779  2.765  -2.388
H  2.548  3.244  -1.237
H  2.187  3.223  -2.959
H  4.437  0.080  -1.320
H  3.286  -1.227  -1.179
H  3.345  0.046  0.041
Br  -3.007  1.378  -2.896
C  -2.433  3.081  -2.283
C  -3.084  4.224  -2.712
C  -2.645  5.440  -2.215
C  -1.589  5.456  -1.313
C  -1.004  4.254  -0.959
N  -1.413  3.084  -1.440
H  -3.901  4.160  -3.411
H  -3.121  6.358  -2.525
H  -1.224  6.379  -0.895
H  -0.178  4.211  -0.262

**Net charge**: +2
**E_HOMO (alpha / beta)**: -13.371 / -14.172 eV
**Spin multiplicity**: 3

***

Below is a molecular structure, C34H37F4N5S3Ti, with properties calculated with ωB97M-V with the def2-TZVPD basis set.

CARTESIAN COORDINATES (ANGSTROEM)
Ti  0.590  0.301  0.299
C  5.043  -0.351  -0.417
C  3.666  -0.074  0.168
N  2.512  -0.203  -0.774
C  2.715  0.621  -1.996
C  2.934  2.096  -1.712
C  2.341  -1.623  -1.188
C  1.716  -2.461  -0.086
N  0.637  -1.688  0.528
C  -0.219  -2.295  1.428
C  -1.179  -1.470  2.017
F  -1.124  -0.151  1.623
C  -2.131  -1.883  2.913
F  -2.998  -1.004  3.405
C  -2.168  -3.211  3.298
C  -1.225  -4.057  2.751
F  -1.217  -5.343  3.097
C  -0.267  -3.628  1.842
F  0.606  -4.533  1.370
H  5.779  -0.235  0.379
H  5.310  0.348  -1.208
H  5.149  -1.364  -0.804
H  3.638  0.930  0.588
H  3.471  -0.753  0.997
H  1.825  0.489  -2.613
H  3.552  0.211  -2.569
H  2.125  2.519  -1.113
H  2.960  2.642  -2.655
H  3.877  2.284  -1.200
H  3.298  -2.045  -1.501
H  1.684  -1.619  -2.053
H  2.461  -2.750  0.663
H  1.354  -3.388  -0.535
H  -2.900  -3.572  4.004
C  -4.764  -0.245  -2.980
C  -5.042  -0.592  -1.519
S  -3.622  -0.752  -0.420
C  -2.731  -2.156  -1.115
C  -1.797  -1.882  -2.296
S  -0.718  -0.440  -2.097
C  -0.988  0.609  -3.562
C  -2.368  0.666  -4.216
S  -3.758  1.249  -3.213
H  -5.720  -0.082  -3.479
H  -4.285  -1.076  -3.495
H  -5.642  -1.504  -1.477
H  -5.637  0.198  -1.057
H  -3.441  -2.934  -1.406
H  -2.154  -2.565  -0.285
H  -2.360  -1.711  -3.208
H  -1.167  -2.756  -2.468
H  -0.278  0.291  -4.328
H  -0.686  1.605  -3.232
H  -2.634  -0.290  -4.666
H  -2.273  1.362  -5.050
N  3.536  9.713  3.399
C  3.164  8.673  3.084
C  2.699  7.370  2.689
C  1.376  7.005  2.927
C  0.929  5.755  2.540
C  1.799  4.858  1.926
C  3.123  5.224  1.702
C  3.574  6.479  2.073
C  1.330  3.503  1.528
C  0.353  3.417  0.530
C  -0.310  4.497  -0.094
C  -1.324  3.964  -0.869
C  -1.245  2.577  -0.716
N  -0.228  2.221  0.088
C  1.848  2.423  2.242
C  2.627  2.468  3.426
C  2.741  1.175  3.887
C  2.034  0.372  2.976
N  1.506  1.098  1.988
H  0.708  7.702  3.414
H  -0.097  5.465  2.727
H  3.800  4.523  1.230
H  4.599  6.771  1.893
H  -0.072  5.539  0.039
H  -2.051  4.496  -1.460
H  -1.905  1.830  -1.130
H  3.011  3.363  3.886
H  3.245  0.834  4.776
H  1.903  -0.702  3.006

**Net charge**: +1
**E_HOMO (alpha / beta)**: -10.623 / -10.608 eV
**ΔE to the lowest compared entry with this formula, charge and spin**: 0.000 eV
**Spin multiplicity**: 2

***

Below is a molecular structure, C34H37F5N4O4SiTcTe at a distorted geometry, with properties calculated with ωB97M-V with the def2-TZVPD basis set.

CARTESIAN COORDINATES (ANGSTROEM)
Tc  0.397  0.541  -0.858
O  -1.959  3.383  0.850
C  -1.361  2.697  0.075
O  -0.512  1.746  0.420
C  -1.534  2.768  -1.413
C  -2.283  3.814  -1.954
C  -2.418  3.866  -3.311
C  -1.839  2.860  -4.109
C  -2.013  2.870  -5.515
C  -1.504  1.869  -6.284
C  -0.786  0.823  -5.670
C  -0.577  0.792  -4.319
C  -1.098  1.817  -3.493
N  -0.947  1.808  -2.114
H  -2.714  4.541  -1.281
H  -2.975  4.665  -3.785
H  -2.567  3.688  -5.959
H  -1.644  1.869  -7.356
H  -0.384  0.024  -6.279
H  0.013  -0.014  -3.913
N  -2.698  -0.117  1.285
C  -3.443  -1.335  0.969
C  -2.904  -2.473  1.834
C  -1.496  -2.899  1.440
N  -0.469  -1.833  1.748
C  -1.421  -3.229  -0.034
C  -1.934  -2.149  -0.971
N  -0.886  -1.099  -1.392
C  -3.308  -1.649  -0.522
H  -2.964  0.255  2.193
H  -2.955  0.601  0.619
H  -0.895  -0.906  1.549
H  -4.508  -1.219  1.193
H  -3.542  -3.348  1.694
H  -2.967  -2.213  2.894
H  -1.200  -3.780  2.008
H  0.373  -1.997  1.149
H  -0.211  -1.838  2.734
H  -2.064  -4.099  -0.188
H  -0.415  -3.527  -0.320
H  -2.062  -2.650  -1.932
H  -1.268  -0.688  -2.244
H  -0.124  -1.726  -1.707
H  -3.991  -2.476  -0.731
H  -3.656  -0.812  -1.137
O  1.592  0.273  0.477
Si  3.089  0.705  1.176
C  2.731  2.284  2.058
C  2.489  2.333  3.435
C  2.196  3.529  4.069
C  2.148  4.711  3.341
C  2.383  4.693  1.972
C  2.670  3.492  1.348
C  4.419  1.173  -0.123
C  4.300  1.175  -1.539
C  5.405  1.191  -2.334
C  6.691  1.325  -1.739
C  6.840  1.447  -0.349
C  5.730  1.398  0.440
C  3.767  -0.587  2.302
C  4.720  -0.195  3.258
C  5.317  -1.112  4.105
C  4.968  -2.454  4.035
C  4.011  -2.865  3.118
C  3.425  -1.943  2.266
H  2.527  1.419  4.019
H  2.007  3.545  5.135
H  1.932  5.646  3.842
H  2.347  5.614  1.405
H  2.850  3.499  0.273
H  3.318  1.122  -1.996
H  5.327  1.096  -3.408
H  7.564  1.376  -2.379
H  7.826  1.568  0.076
H  5.830  1.472  1.513
H  4.975  0.852  3.383
H  6.051  -0.782  4.828
H  5.429  -3.172  4.699
H  3.727  -3.907  3.063
H  2.682  -2.304  1.567
F  1.512  -2.672  -2.378
Te  2.981  -1.961  -1.301
F  3.800  -1.906  -2.994
F  3.309  -3.729  -0.909
F  4.824  -1.713  -0.665
F  1.240  -2.298  0.129
O  1.194  -0.018  -2.213

**Net charge**: +2
**E_HOMO (alpha / beta)**: -13.990 / -13.988 eV
**Spin multiplicity**: 2

***

Below is a molecular structure, C34H37GeMgN7O4S, with properties calculated with ωB97M-V with the def2-TZVPD basis set.

CARTESIAN COORDINATES (ANGSTROEM)
Mg  0.067  -1.444  -0.006
O  4.475  -6.848  0.481
C  3.690  -6.750  -0.471
O  3.523  -7.465  -1.473
C  2.768  -5.501  -0.423
C  1.864  -5.261  -1.451
C  1.083  -4.126  -1.412
N  1.161  -3.232  -0.424
C  2.017  -3.465  0.582
C  2.827  -4.585  0.620
C  2.070  -2.389  1.661
O  2.706  -2.575  2.677
O  1.417  -1.293  1.373
H  1.808  -5.976  -2.261
H  0.372  -3.902  -2.200
H  3.514  -4.747  1.439
C  -1.856  -0.924  5.311
C  -0.478  -0.762  5.345
C  0.165  -0.055  4.340
C  -0.566  0.505  3.293
C  -1.950  0.323  3.264
C  -2.595  -0.378  4.271
Ge  0.330  1.382  1.822
C  2.186  1.874  2.147
C  3.141  0.945  2.571
C  4.450  1.342  2.800
C  4.832  2.661  2.600
C  3.895  3.591  2.174
C  2.582  3.200  1.951
C  -0.662  2.978  1.251
C  -0.364  3.614  0.045
C  -1.031  4.767  -0.342
C  -2.027  5.299  0.466
C  -2.345  4.674  1.664
C  -1.666  3.527  2.053
H  -2.357  -1.498  6.079
H  0.102  -1.206  6.144
H  1.243  0.040  4.362
H  -2.532  0.711  2.434
H  -3.664  -0.536  4.231
H  2.864  -0.092  2.709
H  5.175  0.609  3.130
H  5.857  2.963  2.776
H  4.182  4.624  2.020
H  1.859  3.941  1.629
H  0.403  3.206  -0.604
H  -0.778  5.247  -1.279
H  -2.550  6.198  0.165
H  -3.117  5.085  2.304
H  -1.912  3.062  2.998
N  -4.973  -2.808  3.591
C  -4.519  -2.562  2.557
N  -4.127  -2.276  1.326
C  -2.890  -2.098  1.060
N  -1.820  -1.887  0.641
C  -3.194  3.221  -2.696
S  -2.346  1.681  -2.310
C  -3.173  1.256  -0.771
H  -4.228  3.049  -2.992
H  -2.664  3.691  -3.524
H  -3.164  3.892  -1.840
H  -3.047  2.061  -0.045
H  -2.694  0.358  -0.383
H  -4.231  1.054  -0.928
C  1.803  0.108  -1.993
N  0.995  0.018  -3.196
C  1.032  1.218  -4.019
C  -0.164  -0.711  -3.126
N  -0.613  -1.099  -1.969
N  -0.798  -0.972  -4.309
C  -2.143  -1.513  -4.275
C  -0.041  -1.275  -5.512
H  2.754  0.573  -2.249
H  2.021  -0.886  -1.604
H  1.328  0.720  -1.213
H  0.840  2.103  -3.404
H  0.270  1.175  -4.791
H  2.011  1.321  -4.488
H  -1.374  -1.762  -2.051
H  -2.160  -2.581  -4.026
H  -2.587  -1.390  -5.262
H  -2.745  -0.956  -3.560
H  1.010  -1.050  -5.361
H  -0.413  -0.694  -6.359
H  -0.131  -2.338  -5.755

**Net charge**: -1
**E_HOMO (alpha / beta)**: -5.212 / -5.427 eV
**ΔE to the lowest compared entry with this formula, charge and spin**: 0.000 eV
**Spin multiplicity**: 2

***

Below is a molecular structure, C34H37InN6 at a distorted geometry, with properties calculated with ωB97M-V with the def2-TZVPD basis set.

CARTESIAN COORDINATES (ANGSTROEM)
In  -0.750  -0.572  -0.618
C  1.456  -3.766  -0.334
C  2.067  -3.373  -1.690
C  1.462  -2.201  -2.436
N  1.238  -0.987  -1.637
C  2.077  0.067  -1.746
C  3.358  -0.081  -2.319
C  4.342  0.819  -2.772
C  4.431  2.184  -2.545
C  3.555  2.967  -1.780
C  2.474  2.520  -1.060
C  1.600  1.376  -1.163
N  -0.445  1.749  -0.479
C  -1.322  2.764  0.183
C  -2.717  2.195  0.227
C  -2.982  1.095  1.216
N  -2.370  -0.225  0.839
C  -2.822  -1.326  1.527
C  -3.672  -1.150  2.660
C  -3.984  -2.067  3.691
C  -3.645  -3.383  3.827
C  -3.069  -4.246  2.874
C  -2.518  -3.902  1.669
C  -2.292  -2.624  1.052
N  -1.434  -2.532  0.017
C  -1.112  -3.644  -0.837
C  0.098  -4.520  -0.353
H  1.299  -2.856  0.287
H  2.194  -4.395  0.192
H  2.045  -4.223  -2.394
H  3.127  -3.176  -1.503
H  0.531  -2.582  -2.918
H  2.212  -2.061  -3.218
H  3.597  -1.100  -2.571
H  5.192  0.350  -3.266
H  5.234  2.705  -3.053
H  3.786  4.005  -1.733
H  2.170  3.146  -0.218
H  -1.315  3.657  -0.461
H  -1.074  3.091  1.187
H  -3.128  1.978  -0.795
H  -3.392  3.028  0.533
H  -4.086  0.940  1.289
H  -2.701  1.334  2.238
H  -4.064  -0.156  2.886
H  -4.610  -1.667  4.477
H  -3.864  -3.764  4.817
H  -3.053  -5.323  3.089
H  -2.159  -4.702  0.964
H  -0.916  -3.272  -1.837
H  -1.947  -4.323  -1.018
H  0.079  -5.424  -0.985
H  -0.168  -4.841  0.655
C  1.212  1.053  1.524
N  0.770  1.106  0.095
C  0.194  1.994  -1.803
C  -0.516  1.247  -2.856
C  -0.345  1.368  -4.233
C  -1.161  0.370  -4.842
C  -1.819  -0.301  -3.792
N  -1.428  0.222  -2.562
C  1.278  2.310  2.381
C  0.417  2.512  3.479
C  0.511  3.671  4.248
C  1.372  4.712  3.847
C  2.353  4.448  2.887
C  2.257  3.263  2.112
H  2.212  0.595  1.486
H  0.518  0.349  2.086
H  0.341  3.115  -1.988
H  0.202  2.143  -4.731
H  -1.242  0.173  -5.892
H  -2.584  -1.116  -3.784
H  -0.250  1.717  3.816
H  -0.081  3.840  5.153
H  1.407  5.646  4.426
H  3.258  5.066  2.810
H  3.107  2.994  1.481

**Net charge**: 0
**E_HOMO**: -6.062 eV
**Spin multiplicity**: 1

***

Below is a molecular structure, C34H37N3O3Pd, with properties calculated with ωB97M-V with the def2-TZVPD basis set.

CARTESIAN COORDINATES (ANGSTROEM)
Pd  -0.111  1.301  -0.821
C  -1.609  6.409  0.240
C  -2.353  5.616  -0.795
C  -3.098  6.293  -1.757
C  -3.709  5.627  -2.809
C  -3.520  4.258  -2.924
C  -2.783  3.543  -1.991
C  -2.507  2.092  -2.232
C  -2.245  4.202  -0.858
N  -1.492  3.449  0.023
C  -1.509  3.641  1.330
O  -2.302  4.318  2.025
C  -0.423  2.888  2.077
C  -0.308  3.018  3.459
C  0.702  2.322  4.105
C  1.551  1.509  3.374
C  1.355  1.422  1.998
N  0.405  2.114  1.389
C  2.214  0.478  1.177
O  3.150  -0.102  1.779
N  1.848  0.327  -0.086
C  2.566  -0.555  -0.892
C  1.895  -1.673  -1.432
C  0.453  -1.923  -1.092
C  2.561  -2.504  -2.324
C  3.883  -2.270  -2.675
C  4.538  -1.170  -2.143
C  3.900  -0.301  -1.266
C  4.598  0.918  -0.741
H  -1.578  7.464  -0.043
H  -0.583  6.040  0.328
H  -2.060  6.299  1.227
H  -3.181  7.374  -1.680
H  -4.292  6.170  -3.546
H  -3.941  3.725  -3.772
H  -2.925  1.798  -3.199
H  -2.940  1.437  -1.479
H  -1.414  1.877  -2.305
H  -1.011  3.651  3.982
H  0.821  2.408  5.181
H  2.349  0.932  3.819
H  -0.989  -2.278  0.425
H  0.073  -2.720  -1.742
H  -0.099  -0.996  -1.330
H  2.029  -3.357  -2.737
H  4.396  -2.931  -3.367
H  5.569  -0.967  -2.424
H  5.561  1.060  -1.237
H  4.753  0.824  0.336
H  3.980  1.805  -0.902
C  -3.460  1.210  2.072
O  -3.205  0.654  0.797
H  -3.666  2.282  2.021
H  -2.617  1.063  2.759
H  -4.329  0.690  2.480
H  -2.450  1.128  0.405
C  2.168  -3.512  1.163
C  0.649  -3.573  0.960
C  0.019  -3.730  2.356
C  0.105  -2.255  0.361
C  0.225  -4.745  0.081
C  -1.133  -5.031  -0.087
C  -1.559  -6.068  -0.901
C  -0.636  -6.852  -1.582
C  0.714  -6.579  -1.434
C  1.135  -5.538  -0.613
H  2.427  -2.620  1.738
H  2.717  -3.438  0.227
H  2.516  -4.399  1.705
H  0.385  -2.933  3.007
H  0.290  -4.693  2.800
H  -1.070  -3.656  2.324
H  0.419  -1.432  1.006
H  -1.871  -4.419  0.416
H  -2.620  -6.256  -1.014
H  -0.967  -7.658  -2.225
H  1.450  -7.170  -1.966
H  2.194  -5.334  -0.529

**Net charge**: -2
**E_HOMO (alpha / beta)**: -0.133 / -0.133 eV
**ΔE to the lowest compared entry with this formula, charge and spin**: 0.000 eV
**Spin multiplicity**: 1